# 1
# CH5INP

CH5INP in the gas phase (ωB97M-V/def2-TZVPD, the Open Molecules 2025 dataset).

Calculated values
- net charge = 0
- SMILES string = CNPI
- frontier orbital gap (eV) = 9.37

Last column: natural (NBO) charge in e.
Atoms and positions in Å:
1 I 2.237596 -1.668473 0.541559  -0.22
2 P 0.997361 -0.476531 -1.199022  0.62
3 N -0.034565 0.580653 -0.284491  -0.93
4 C -1.114378 -0.001150 0.394177  -0.44
5 H 0.562289 1.343865 0.020631  0.41
6 H -1.986170 -0.551492 -0.181437  0.21
7 H -0.780182 -0.680274 1.140266  0.19
8 H 1.951266 0.683260 -1.348136  -0.04
9 H -1.833217 0.770142 0.916453  0.21

Cartesian forces, eV/Å:
I 0.4 -0.3 0.3
P 0.0 2.3 0.1
N 1.8 -0.5 -2.8
C -4.6 0.9 1.3
H -1.2 -0.1 0.9
H 2.3 0.9 0.1
H 0.1 -0.7 0.9
H -0.7 -1.5 -0.1
H 1.8 -1.0 -0.7

=====

# 2
# C3H2F6N2O2S2

C3H2F6N2O2S2 in the gas phase (ωB97M-V/def2-TZVPD, the Open Molecules 2025 dataset).

Calculated values
- net charge = 0
- frontier orbital gap (spin up / spin down) (eV) = 7.92 / 7.92

Last column: natural (NBO) charge in e.
Atoms and positions in Å:
1 S -1.863176 1.483608 -1.002039  2.51
2 S 0.526522 1.758441 0.591944  1.75
3 F 0.503499 -3.574724 -0.166950  -0.29
4 F 1.256255 2.744584 1.727240  -0.55
5 F 2.415216 -2.464394 -0.517223  -0.31
6 F -1.980826 1.117884 -2.560642  -0.49
7 F 1.592428 -2.632651 1.542879  -0.27
8 F -0.825728 1.447459 1.482378  -0.52
9 O -1.638461 2.897540 -0.938995  -0.86
10 O -2.973561 0.826458 -0.402626  -0.88
11 N 1.537030 0.662586 0.936821  -1.00
12 N -0.414223 0.716864 -0.789690  -0.88
13 C 0.444334 -1.296097 -0.054769  0.23
14 C 1.261904 -2.540869 0.272965  0.93
15 C -0.371249 -0.606364 -0.709886  -0.09
16 H 1.799181 0.681683 1.863283  0.40
17 H -1.269145 -1.222009 -1.274689  0.34

Cartesian forces, eV/Å:
S -0.1 0.2 -1.9
S 0.5 2.1 0.6
F 0.9 0.4 0.7
F -0.8 0.5 0.8
F -1.5 -0.6 1.6
F -0.2 0.3 0.6
F -0.1 -0.4 -0.6
F 0.7 0.6 0.4
O -0.2 -1.5 0.2
O 0.5 0.2 -0.1
N -1.5 -3.6 -4.4
N -0.7 1.4 -0.1
C 3.8 -1.5 3.5
C 0.2 1.6 -2.4
C -4.7 -0.7 -2.8
H 0.9 -0.1 2.5
H 2.3 1.2 1.3

=====

# 3
# C7H6N2O4S2

C7H6N2O4S2 as an isolated structure (ωB97M-V/def2-TZVPD, the Open Molecules 2025 dataset).

Calculated values
- net charge = 0
- frontier orbital gap (spin up / spin down) (eV) = 6.66 / 6.66

Last column: natural (NBO) charge in e.
Atoms and positions in Å:
1 S 1.602104 0.296170 -1.106756  1.07
2 S -2.994667 1.413298 0.317317  0.51
3 O 1.942704 -1.539054 -1.018835  -0.52
4 O 1.148008 -3.064744 0.305730  -0.44
5 O -0.975444 1.294335 1.730999  -0.46
6 O -2.939073 1.876906 2.872754  -0.55
7 N 0.858188 -2.199375 -0.529852  0.39
8 N -1.570202 1.099075 -0.430354  -0.68
9 C -0.602168 0.980093 0.503274  0.50
10 C -0.385424 -1.859083 -0.899688  -0.20
11 C -2.298956 1.598340 1.886824  0.54
12 C 1.729044 0.803096 1.467876  -0.65
13 C 0.780665 0.739991 0.308708  -0.42
14 C -0.609989 -0.856638 -1.991147  -0.09
15 C 0.291397 0.139397 -2.232500  -0.48
16 H -0.894757 -2.729694 -0.397965  0.27
17 H 1.309061 1.443382 2.256612  0.25
18 H 0.296768 0.534225 -3.236576  0.26
19 H 2.677850 1.307242 1.144217  0.23
20 H -1.352323 -0.968015 -2.704397  0.23
21 H 1.987213 -0.308947 1.753761  0.24

Cartesian forces, eV/Å:
S -1.6 0.5 1.5
S -0.6 0.4 -0.3
O -0.4 0.3 -0.1
O -0.4 0.1 -0.4
O 0.5 0.2 2.8
O 1.9 -0.3 -0.3
N 0.6 0.6 0.1
N 2.4 -0.7 1.6
C -3.2 0.8 -3.8
C 0.8 -1.1 -0.1
C -2.3 0.1 0.2
C 1.2 -1.0 0.2
C 2.3 -0.1 -1.6
C 3.3 -0.7 2.0
C -1.0 -2.1 -0.4
H -1.1 1.7 -1.1
H 0.2 -0.8 0.1
H 0.2 0.8 0.3
H -0.6 -0.6 0.3
H -1.6 -0.4 -0.9
H -0.4 2.3 0.2

=====

# 4
# C3H8N4P4

C3H8N4P4 in the gas phase (ωB97M-V/def2-TZVPD, the Open Molecules 2025 dataset).

Calculated values
- net charge = 0
- SMILES string = Cc1nnnnc1P(#[PH2])[PH]#[PH2]
- frontier orbital gap (eV) = 7.59

Last column: natural (NBO) charge in e.
Atoms and positions in Å:
1 P -1.920037 -0.559946 -2.227024  0.04
2 P 0.402437 -2.383106 1.837728  0.03
3 P -1.695933 -1.947679 -0.455211  0.06
4 P 0.386698 -1.448529 -0.142251  0.27
5 N -1.603438 1.932999 0.720519  -0.04
6 N -0.698828 2.839919 0.713587  -0.02
7 N -1.382696 0.729721 0.562919  -0.19
8 N 0.521709 2.579281 0.389283  -0.18
9 C 2.290639 1.087493 -0.367774  -0.65
10 C 0.895212 1.277121 0.086181  0.17
11 C 0.022542 0.234841 0.348593  -0.20
12 H 1.742837 -2.645777 2.119185  0.01
13 H -3.185202 -1.042272 -2.449248  0.00
14 H -1.281001 -3.104919 -1.161812  -0.02
15 H 2.759379 1.331994 0.639541  0.25
16 H 2.309045 0.093432 -0.622225  0.23
17 H 2.409058 1.824096 -1.164706  0.25
18 H 0.090946 -1.143296 2.429226  0.01
19 H -2.063366 0.344625 -1.256512  0.00

Cartesian forces, eV/Å:
P 1.8 -1.9 -1.1
P -1.2 -0.7 0.1
P -0.6 -0.4 -0.6
P 0.3 -0.5 -0.1
N -2.7 0.4 0.3
N 2.6 2.3 0.2
N 3.9 -4.4 0.0
N 0.0 -1.2 -0.5
C -1.2 2.8 2.4
C -1.5 0.5 1.0
C -2.7 3.7 -0.5
H 0.5 0.7 0.1
H -1.1 0.2 0.1
H -0.1 -0.1 -0.1
H 0.7 -0.3 -1.7
H 1.2 -2.2 -0.9
H 0.8 -0.3 0.2
H 0.5 -0.2 0.6
H -1.2 1.5 0.7

=====

Per-record max |F|, eV/Å: 4.84 5.88 5.02 5.83
Per-record ΔE to the lowest compared entry with this formula, charge and spin, kJ/mol: 113.7 249.5 439.4 34.6
Per-record DFT total energy, a.u.: -734.885348 -1770.864368 -1476.935690 -1703.354661